## P
ORCA calculation (ωB97M-V/def2-TZVPD) on a cluster of 2 separate species, C3H9FSi in total.

Output
* E_HOMO (alpha / beta): -9.1 / -7.3 eV
* 2S+1: 1
* orbital gap (alpha / beta): 8.94 / 7.35 eV

Element x y z (Å)
C -0.8284 0.3124 1.7902
C -1.6318 0.3291 -1.6505
C 2.5732 -1.1607 -0.4683
F -1.9288 -1.6361 0.3080
Si -0.8903 -0.3663 0.0084
H -0.5325 -0.5458 2.4285
H -0.0365 1.1153 1.7452
H -1.8635 0.7196 2.0167
H -1.6926 1.4123 -1.6101
H -1.1646 -0.1420 -2.5083
H -2.7469 -0.0002 -1.5997
H 2.8251 -1.9763 -1.0233
H 3.0433 -0.1880 -0.9220
H 2.7936 -1.2131 0.6010

Results of the Mulliken charge analysis, in e, for atoms 1 through 6:
1 C -0.817
2 C -0.936
3 C -0.903
4 F -0.324
5 Si 0.406
6 H 0.241

## Q
ORCA calculation (ωB97M-V/def2-TZVPD) on an isolated molecule of C3H9FSi.

Output
* structure (SMILES): C[Si](C)(C)F
* E_HOMO: -10.7 eV
* 2S+1: 1
* orbital gap: 11.65 eV

Element x y z (Å)
C -1.0818 -0.0231 -1.4305
Si -0.4404 0.0015 0.3073
C 0.6512 -1.4691 0.6063
C 0.6870 1.4571 0.5915
F -1.6519 0.0245 1.3550
H -1.7314 -0.8551 -1.7304
H -0.2862 0.0907 -2.1681
H -1.7053 0.8517 -1.5008
H 1.0521 -1.4669 1.6132
H 0.1857 -2.4311 0.3714
H 1.5002 -1.3603 -0.0813
H 0.1491 2.3716 0.8197
H 1.2919 1.1812 1.4642
H 1.3799 1.6273 -0.2175

Results of the Mulliken charge analysis, in e, for atoms 1 through 6:
1 C -0.967
2 Si 0.526
3 C -0.980
4 C -0.960
5 F -0.300
6 H 0.307

Least stable = P